DFT (ωB97M-V/def2-TZVPD) results for a molecular structure, C32H44BrN3OsP2S in a non-equilibrium geometry.

Structure (XYZ):
```
84
Properties=species:S:1:pos:R:3:forces:R:3:mulliken_spin:R:1
C 4.85564 0.27810 -2.97703 0.712 -0.381 -0.536 0.110
C 4.04060 1.42404 -2.88831 -0.276 -0.019 0.156 0.198
C 4.55987 2.66493 -3.28110 0.551 0.540 -0.815 0.081
C 5.84502 2.68405 -3.80572 0.104 -0.312 -0.233 -0.031
N 6.56352 1.57410 -4.00260 -0.005 0.137 0.339 0.144
C 6.11724 0.41675 -3.52045 0.087 0.060 -0.278 -0.029
C 2.90620 1.28860 -2.09326 0.739 -0.236 0.932 0.417
C 2.40103 0.85002 -1.00612 1.987 0.529 0.336 -0.245
C 1.95583 0.79169 0.34713 2.244 0.238 3.069 -0.079
C 0.99576 -0.20863 0.57903 1.545 -0.950 1.554 0.015
C 0.51825 -0.45563 1.86280 -0.641 0.442 1.010 0.017
C 0.78557 0.35054 2.96246 0.241 0.172 -2.849 -0.008
C 1.74000 1.39331 2.75920 0.627 -0.074 -0.324 0.024
C 2.32082 1.59734 1.51210 -0.338 0.681 -0.761 -0.014
Os 0.50946 1.04628 -1.13627 -5.685 0.864 -1.288 1.974
P -1.02982 -0.84295 -1.73541 -1.107 1.213 -0.572 0.076
H 4.03114 3.60293 -3.27245 -0.390 -0.029 0.272 0.005
H 4.56081 -0.71014 -2.68488 -0.438 -0.165 0.257 0.002
H 6.32862 3.58738 -4.15715 -0.253 0.179 0.106 0.001
H 6.78369 -0.43092 -3.63932 -0.115 -0.047 0.061 0.003
H 2.97748 2.45480 1.28338 -0.105 -0.619 0.668 0.002
H 0.95145 -1.01724 -0.08645 0.189 -1.325 -0.597 0.043
H 2.08006 1.96026 3.62748 -0.181 0.196 -0.375 0.000
H -0.06076 -1.34042 1.96273 -0.630 -0.346 0.386 0.005
C -2.25964 -1.30779 -0.41514 0.728 0.519 0.143 0.013
C -3.70254 -1.17389 -0.86270 -0.396 0.030 -0.178 0.007
H -2.01602 -0.70916 0.47690 -0.244 -0.107 -0.203 0.009
H -2.04935 -2.34368 -0.14780 0.157 -0.070 -0.107 0.002
H -4.37906 -1.54247 -0.07936 0.178 0.166 -0.213 0.000
H -3.95269 -0.13209 -1.09268 -0.133 -0.356 -0.006 0.000
H -3.87295 -1.77675 -1.75919 -0.137 0.134 0.122 -0.001
C -1.67469 0.37939 -3.06578 0.602 -0.666 1.088 0.173
C -0.60303 0.35020 -4.14849 -0.487 -0.327 -0.856 -0.043
H -1.70393 1.39691 -2.61122 -0.118 -0.829 -0.400 -0.076
H -2.68097 0.07933 -3.31642 -0.298 0.083 -0.555 0.013
H -0.79119 1.08740 -4.94216 -0.007 -0.246 0.266 -0.004
H 0.36830 0.57436 -3.71574 0.433 0.245 0.074 0.031
H -0.48769 -0.64202 -4.60885 -0.214 0.365 -0.008 0.000
C -0.64415 -2.46122 -2.53511 1.387 -0.606 0.380 0.014
C -1.82101 -3.13437 -3.25545 -0.721 0.094 0.084 0.004
H -0.23690 -3.16962 -1.75859 -0.319 0.884 -0.437 0.001
H 0.19590 -2.29648 -3.22672 -0.262 -0.036 0.109 0.003
H -1.47210 -4.01055 -3.84123 -0.062 0.686 0.296 0.000
H -2.59426 -3.51836 -2.55138 0.554 0.362 -0.431 0.000
H -2.29222 -2.39680 -3.92583 0.016 -0.551 0.018 0.000
Br -0.36288 0.26532 4.39743 -0.011 -0.197 1.128 0.001
P -1.04990 2.34363 0.44887 -1.704 2.218 0.030 0.109
C -2.75896 2.23197 -0.32924 0.642 -0.283 -0.444 0.000
C -3.89955 3.21828 -0.04685 -0.081 0.533 0.041 0.009
H -3.10347 1.23931 -0.03026 0.171 -0.036 -0.046 -0.001
H -2.59293 2.18915 -1.41135 -0.127 0.090 0.356 -0.004
H -4.60989 3.11863 -0.89092 0.357 0.188 0.416 0.001
H -4.46982 2.95733 0.85324 0.325 0.181 -0.106 0.000
H -3.55727 4.26798 0.00343 -0.412 -0.606 0.041 -0.001
C -1.59335 2.76314 2.25996 0.549 -1.600 0.538 0.000
C -1.59517 4.14187 2.96425 0.686 0.351 -0.638 0.001
H -0.99360 2.07798 2.87524 -0.443 0.416 -0.154 0.001
H -2.60818 2.37474 2.28290 -0.092 -0.245 -0.158 -0.002
H -2.09522 4.00063 3.94038 0.224 -0.103 -0.481 -0.001
H -0.56675 4.48882 3.16425 -0.438 -0.055 -0.061 0.000
H -2.13202 4.93516 2.42691 0.094 -0.410 0.196 0.000
C -0.17011 3.89208 -0.00159 0.060 -0.417 -0.212 0.012
C -1.01803 5.14109 -0.26605 0.080 0.436 -0.619 0.009
H 0.49349 3.61488 -0.85708 -0.122 0.556 0.047 -0.004
H 0.48724 4.09245 0.85024 0.201 -0.207 -0.105 0.007
H -0.36792 5.89101 -0.74301 -0.326 -0.243 0.031 0.000
H -1.88414 4.95152 -0.91261 0.440 0.099 0.021 0.000
H -1.38254 5.61435 0.64935 0.121 -0.335 -0.084 0.000
N 1.94276 -2.04949 5.07530 -1.687 -1.636 -1.462 0.175
C 1.34547 -3.07480 4.40170 1.004 0.300 1.769 0.066
N 0.44890 -3.03359 3.42945 -0.528 -0.637 -0.963 0.105
C 0.13295 -4.30747 3.00979 1.284 1.940 1.124 0.244
C -0.68265 -4.66707 1.93691 -0.736 -0.945 -0.740 0.001
C -0.81065 -6.01610 1.62803 -0.604 1.452 -0.571 0.095
C -0.13190 -7.02361 2.33851 0.728 -0.455 0.782 0.202
C 0.67123 -6.66371 3.42054 0.228 0.017 0.405 -0.041
C 0.81267 -5.32253 3.73951 0.419 -1.194 0.585 0.159
S 1.80682 -4.64563 5.00311 -0.334 -0.812 -0.781 -0.013
H 2.44527 -2.39344 5.90287 -0.172 1.199 -0.279 -0.007
H 1.45195 -1.15412 4.96849 0.807 -0.319 0.731 -0.009
H -1.20519 -3.87890 1.39750 0.020 -0.349 0.051 0.018
H -1.45991 -6.31942 0.81401 0.064 0.089 0.022 0.006
H -0.20102 -8.08452 2.04815 -0.115 0.679 0.148 -0.002
H 1.19697 -7.38844 4.03181 -0.091 -0.185 -0.260 0.003
```
Positions in Å, forces in eV/Å.

Computed properties:
Multiplicity   5
Energy above the lowest of the compared OMol25 structures with the same formula, charge and spin   76.5 kcal per mole
Kohn-Sham gap (alpha / beta)   5.46 / 4.79 eV
Electronic energy   -140243.1823 eV
LUMO energy (alpha / beta)   -13.35 / -14.01 eV
Charge   +4
E_HOMO (alpha / beta)   -18.81 / -18.80 eV